{"formula": "C19H28IrN2P2S3", "method": "ωB97M-V/def2-TZVPD", "e_homo_ev": [-14.85, -14.86], "total_charge": 2, "total_energy_ev": -77044.76591, "spin_multiplicity": 2, "largest_force_ha_per_bohr": 0.036, "symbols": ["Ir", "S", "S", "S", "P", "P", "N", "N", "C", "C", "C", "C", "C", "C", "C", "C", "C", "C", "C", "C", "C", "C", "C", "C", "C", "C", "C", "H", "H", "H", "H", "H", "H", "H", "H", "H", "H", "H", "H", "H", "H", "H", "H", "H", "H", "H", "H", "H", "H", "H", "H", "H", "H", "H", "H"], "coordinates": [[0.13246, 2.39462, 0.68667], [0.49788, 3.74944, 2.66979], [0.29722, 4.68234, -0.01691], [0.74318, 6.65827, 2.11115], [-1.60597, 0.76504, 0.38693], [1.71496, 0.78579, -0.09190], [1.36585, -1.86269, -0.47622], [-1.36034, -1.85163, -0.27672], [3.15278, 0.28238, 0.88527], [-2.90984, 0.83226, -0.87058], [1.37493, -4.21892, -0.93189], [-3.27058, -0.79018, 2.09535], [0.70172, -3.01488, -0.65086], [0.93688, 1.49104, -2.61217], [0.73034, -0.75766, -0.21901], [3.01735, 0.07170, -2.48574], [0.52449, 5.12515, 1.64035], [2.22979, 1.20581, -1.84161], [-3.21312, 1.71407, 2.35898], [-0.73810, -3.00612, -0.56007], [-1.23019, 0.31190, 3.05734], [3.09536, 2.46959, -1.73510], [-0.76245, -5.35491, -1.02166], [-1.44986, -4.20597, -0.74896], [-0.68524, -0.75768, -0.08440], [0.64932, -5.36151, -1.11693], [-2.38831, 0.45071, 2.06372], [2.45457, -0.85697, -2.52685], [3.24803, 0.36619, -3.51172], [3.36755, 2.81115, -2.73464], [-3.58692, 1.66427, -0.67684], [-3.67133, -0.88819, 3.10679], [2.45492, -4.20880, -0.99835], [-1.30330, -6.28023, -1.16728], [1.17768, 1.93357, -3.57910], [0.37245, 0.57431, -2.79491], [-3.44766, -0.11380, -0.83860], [-0.54076, 1.16323, 3.00216], [-4.10941, 1.75734, 1.73971], [3.63255, -0.56978, 0.40847], [3.96323, -0.11144, -1.97613], [2.81774, 0.00347, 1.88484], [0.29300, 2.20262, -2.07481], [-1.62256, 0.27335, 4.07401], [1.15951, -6.28875, -1.33996], [-3.53149, 1.70851, 3.40195], [-2.52876, -4.19712, -0.66495], [-2.62965, 2.62579, 2.19472], [3.85396, 1.11272, 0.97628], [2.56211, 3.28489, -1.23956], [-4.11448, -0.71513, 1.41021], [-2.46239, 0.96962, -1.85486], [-0.66556, -0.60776, 2.88648], [-2.71531, -1.69440, 1.87187], [4.02183, 2.27339, -1.19374]], "forces_ev_per_a": [[0.45, 1.20, 0.31], [-0.19, -1.15, -1.21], [-0.18, -1.65, 0.29], [-0.14, -0.99, -0.23], [0.09, -1.14, 0.24], [-0.43, -0.76, -0.52], [1.07, 0.01, -0.07], [-1.09, 0.00, 0.11], [-0.19, 0.76, 0.39], [0.25, 0.79, 0.00], [0.18, -0.12, -0.04], [-0.02, 0.00, -0.13], [-1.02, 0.06, 0.08], [0.01, -0.13, 0.09], [-0.75, 0.21, 0.25], [0.02, -0.12, 0.07], [0.21, 1.79, 0.38], [-0.14, 0.57, 0.43], [0.08, 0.00, -0.07], [1.03, 0.02, -0.06], [0.04, -0.16, -0.16], [-0.05, 0.02, 0.04], [-0.17, 0.09, 0.02], [-0.20, -0.14, -0.01], [0.79, 0.32, -0.04], [0.20, 0.11, 0.01], [0.27, 0.61, -0.09], [-0.02, -0.05, 0.00], [0.01, 0.06, 0.02], [-0.01, -0.05, -0.02], [-0.03, -0.06, 0.00], [-0.02, 0.07, -0.01], [-0.02, -0.01, 0.00], [0.00, 0.00, 0.00], [-0.01, 0.02, 0.00], [-0.04, 0.02, 0.02], [0.07, -0.09, 0.08], [0.00, 0.00, 0.10], [0.00, 0.03, 0.01], [-0.14, -0.05, -0.15], [0.00, -0.01, -0.01], [0.03, -0.06, -0.02], [-0.02, 0.06, -0.08], [0.00, 0.04, 0.01], [-0.01, -0.01, 0.01], [0.00, -0.03, 0.00], [0.02, 0.03, -0.02], [-0.06, 0.03, 0.09], [0.03, -0.05, -0.02], [0.08, 0.00, -0.05], [-0.01, -0.01, 0.00], [-0.02, -0.05, -0.01], [0.01, 0.02, 0.00], [0.05, -0.11, -0.04], [0.00, 0.03, -0.01]], "lowdin_charge": [0.59, 0.63, 0.62, 0.81, 0.93, 0.94, 0.15, 0.15, -0.18, -0.18, 0.01, -0.06, -0.18, -0.08, -0.40, -0.06, -1.86, -0.70, -0.08, -0.18, -0.09, -0.08, -0.02, 0.01, -0.40, -0.02, -0.70, 0.07, 0.11, 0.11, 0.07, 0.11, 0.13, 0.13, 0.11, 0.09, 0.07, 0.01, 0.09, 0.07, 0.09, 0.07, 0.04, 0.11, 0.13, 0.11, 0.13, 0.06, 0.07, 0.04, 0.09, 0.06, 0.09, 0.07, 0.09]}

{"formula": "C5H6O3", "method": "ωB97M-V/def2-TZVPD", "de_lowest_ev": 4.657, "e_homo_ev": -9.01, "total_energy_ev": -11419.75515, "largest_force_ha_per_bohr": 0.096, "symbols": ["O", "O", "O", "C", "C", "C", "C", "C", "H", "H", "H", "H", "H", "H"], "coordinates": [[0.23800, 1.64324, 0.84202], [-1.67011, 0.55100, -0.18088], [-0.39716, -1.53125, -0.43233], [1.53887, 1.16291, 0.59496], [0.34917, -0.35466, -0.36199], [-1.78207, -0.86399, -0.59451], [-0.53831, 0.54425, 0.51833], [1.64029, -0.03630, 0.08152], [2.60616, 1.83243, 0.79832], [-0.62989, 0.09952, 1.55268], [-2.07327, -0.89050, -1.69635], [2.64099, -0.53182, -0.04755], [-2.17589, -1.57830, 0.25760], [0.25321, -0.04652, -1.33185]], "forces_ev_per_a": [[1.61, 2.01, -1.37], [-2.59, -0.95, -1.39], [-1.23, 0.37, 0.11], [3.40, 3.25, 1.56], [-2.41, -1.00, 0.95], [1.30, -1.79, 1.47], [2.72, -2.62, 2.21], [4.00, -1.49, 0.95], [-3.96, -1.56, -0.19], [-0.58, -0.48, -0.86], [-0.10, -0.10, 1.83], [-1.38, 0.59, -0.21], [-0.85, 1.94, -2.16], [0.05, 1.84, -2.91]], "lowdin_charge": [0.02, 0.01, -0.08, -0.10, -0.36, -0.03, -0.41, -0.04, 0.20, 0.19, 0.16, 0.14, 0.17, 0.14]}

{"formula": "C35H32BrF7N2O5PPdS", "method": "ωB97M-V/def2-TZVPD", "e_homo_ev": -10.57, "total_charge": 1, "total_energy_ev": -162688.27914, "largest_force_ha_per_bohr": 0.047, "symbols": ["Pd", "Br", "S", "P", "F", "F", "F", "F", "F", "F", "F", "O", "O", "O", "O", "O", "N", "N", "C", "C", "C", "C", "C", "C", "C", "C", "C", "C", "C", "C", "C", "C", "C", "C", "C", "C", "C", "C", "C", "C", "C", "C", "C", "C", "C", "C", "C", "C", "C", "C", "C", "C", "C", "H", "H", "H", "H", "H", "H", "H", "H", "H", "H", "H", "H", "H", "H", "H", "H", "H", "H", "H", "H", "H", "H", "H", "H", "H", "H", "H", "H", "H", "H", "H", "H"], "coordinates": [[-0.66516, -1.80571, 1.44004], [1.31978, 6.73726, 2.65597], [5.92984, 4.23567, -2.38835], [2.60019, 4.91810, 3.02107], [1.89856, -5.75700, 2.74950], [2.43021, -3.94283, 1.22949], [0.30550, -3.28658, 4.61132], [0.13947, -3.45154, 2.42236], [-0.34830, -5.11509, 3.75094], [2.54898, -4.83529, 4.58032], [4.08577, -3.72250, 2.60428], [0.74209, 2.62549, 3.67861], [0.12656, 0.17054, -0.24876], [4.12689, 5.40700, 2.69910], [2.32217, -1.94633, 6.14360], [4.20711, -2.29481, 5.08434], [-4.35834, 1.65666, -0.07310], [3.17520, 4.19555, -2.15444], [-3.51725, 2.39898, -0.84602], [-4.91932, -0.12329, -1.70928], [2.76147, -3.57749, 2.49261], [-5.22852, -1.61660, -1.86230], [2.03126, 2.43102, -0.90243], [1.96836, -4.58952, 3.41858], [2.85087, 0.42188, -2.21724], [3.03945, -1.93423, 5.12730], [2.49441, -1.37929, 3.87031], [0.47603, -4.09761, 3.60119], [2.12832, -0.00976, 3.93458], [-0.74198, -2.33229, -2.51698], [-3.99759, -2.49167, -2.11759], [0.98023, 0.64032, 0.47503], [1.59100, 1.97350, 0.33750], [-4.76368, 0.26977, -0.25336], [1.87022, -1.46767, 1.56942], [2.80412, 4.44539, 0.23170], [-3.39316, 3.66638, -0.31627], [-1.86182, -1.31248, -2.80211], [1.09439, -0.92521, -3.50715], [4.38947, 4.24024, -2.26647], [1.29784, 2.07528, 2.77137], [1.89836, 1.66604, -2.19517], [1.64278, 0.62249, 2.81181], [2.66132, 3.68168, -0.91430], [2.08757, -0.91441, -2.35310], [-4.21258, 3.70806, 0.82520], [1.76085, 2.72584, 1.51210], [-4.77606, 2.45924, 0.95228], [2.36306, 3.97884, 1.46222], [1.50176, -0.11247, 1.64579], [-3.16718, -1.95886, -3.30408], [2.37641, -2.11058, 2.67650], [0.32442, -2.24905, -3.61855], [-2.78581, 4.44912, -0.72840], [4.34965, 6.05655, 3.38232], [-5.46827, 2.15290, 1.71682], [-1.53826, -0.57808, -3.53366], [-1.17858, -3.33067, -2.47236], [1.69672, -0.79614, -4.40594], [-2.11015, -0.75723, -1.89537], [-4.35195, -3.48999, -2.36900], [-5.73738, 0.46494, -2.12132], [3.42533, 0.39581, -1.29116], [1.74969, -1.97006, 0.61663], [1.64134, -1.19400, -1.40660], [3.58695, 0.46875, -3.01494], [2.19124, 2.32219, -3.00082], [0.34327, -0.14850, -3.45030], [-3.01672, 2.02808, -1.72212], [-4.02442, -0.37226, 0.22561], [0.87182, 1.35474, -2.32015], [1.00591, -3.09699, -3.60674], [-4.02942, 0.17180, -2.25337], [-0.20183, -2.26842, -4.57227], [-5.69630, -1.96261, -0.93769], [-4.36630, 4.55363, 1.46604], [-5.94991, -1.76232, -2.66002], [-0.31829, -2.14331, -1.52912], [-3.74921, -1.20105, -3.82080], [2.81064, -1.70156, -2.57267], [-2.89650, -2.75703, -3.98996], [2.24415, 0.53748, 4.86015], [3.29513, 5.40590, 0.17708], [-5.71182, 0.14757, 0.25976], [-3.35843, -2.58397, -1.23797]], "forces_ev_per_a": [[0.48, 2.10, -1.06], [0.20, -0.20, -0.28], [0.19, 0.14, -0.18], [-0.12, -0.32, 0.70], [-0.08, 0.10, 0.05], [0.02, 0.01, -0.15], [0.08, 0.55, -0.14], [-0.19, -1.31, 0.66], [0.07, 0.12, -0.33], [-0.08, 0.56, 0.21], [-0.16, -0.32, 0.29], [-0.08, 0.13, 0.32], [-0.49, -0.62, 0.32], [-0.35, 0.46, -0.14], [-0.34, 0.22, -0.63], [0.83, -0.13, -0.29], [-0.17, 0.37, 0.16], [0.34, -0.29, 0.71], [0.54, -0.02, -0.38], [-0.43, 0.18, 0.10], [0.12, 0.30, 0.39], [0.44, 0.03, 0.55], [-0.18, 0.53, -0.52], [-0.10, -0.31, -0.80], [-0.71, -0.41, 0.29], [-0.22, -0.16, 0.99], [0.21, -0.50, 0.03], [0.42, -1.32, 0.79], [-0.29, 0.50, -0.45], [-0.29, 0.12, -0.33], [-0.21, -0.06, -0.93], [0.23, 0.37, -0.13], [0.13, 0.04, -0.31], [0.27, 0.11, -0.12], [-0.65, -0.41, -0.28], [0.13, -0.08, 0.07], [-0.18, -0.14, 0.16], [-0.52, -0.18, 0.11], [0.25, -0.95, -0.08], [-0.29, -0.04, -0.07], [0.24, 0.33, -0.12], [0.87, -0.48, 0.54], [0.15, -0.27, 0.91], [-0.07, 0.25, -0.37], [0.44, 0.18, -0.32], [0.36, 0.02, -0.24], [-0.04, -0.08, -0.14], [-0.29, 0.29, 0.38], [-0.43, 0.01, 0.10], [-0.72, -0.01, -0.17], [0.59, 0.11, 0.79], [0.10, 0.18, -0.10], [-0.11, 0.32, 0.42], [0.04, 0.14, -0.05], [0.40, -0.06, -0.10], [-0.08, -0.38, -0.11], [0.15, 0.11, -0.08], [0.03, -0.12, -0.03], [-0.17, 0.26, -0.24], [0.12, 0.17, 0.08], [-0.02, -0.16, 0.24], [-0.06, 0.10, -0.08], [0.16, 0.02, 0.08], [0.32, -0.03, -0.05], [-0.31, 0.01, 0.10], [-0.05, 0.30, -0.19], [-0.26, 0.19, -0.21], [0.17, 0.41, -0.01], [-0.13, -0.28, -0.05], [0.08, -0.20, 0.15], [-0.18, 0.03, -0.10], [0.08, -0.11, 0.08], [0.09, -0.07, -0.17], [0.01, -0.10, -0.16], [-0.26, -0.04, -0.05], [-0.10, 0.05, 0.19], [-0.02, -0.06, -0.15], [0.25, 0.01, 0.07], [-0.08, -0.12, -0.36], [0.16, -0.04, 0.09], [-0.18, -0.05, -0.25], [0.00, -0.06, 0.12], [0.03, 0.11, -0.06], [-0.07, -0.08, 0.16], [-0.03, 0.02, 0.17]], "lowdin_charge": [0.75, 0.28, 0.83, 0.59, 0.17, 0.12, 0.23, 0.00, 0.23, 0.21, 0.18, 0.15, 0.12, -0.35, 0.16, 0.19, -0.10, 0.10, -0.08, -0.19, -0.38, -0.19, -0.07, -0.33, -0.14, -0.68, 0.01, -0.49, 0.17, -0.20, -0.20, -0.27, -0.03, -0.14, 0.02, 0.01, -0.07, -0.22, -0.20, -0.76, -0.31, -0.09, -0.04, -0.17, -0.20, -0.08, -0.09, -0.07, -0.33, -0.04, -0.19, -0.04, -0.18, 0.10, 0.05, 0.12, 0.10, 0.11, 0.13, 0.09, 0.11, 0.13, 0.11, 0.13, 0.06, 0.12, 0.11, 0.08, 0.11, 0.12, 0.10, 0.11, 0.08, 0.12, 0.11, 0.10, 0.12, 0.07, 0.11, 0.12, 0.11, 0.16, 0.13, 0.13, 0.10]}